Below is 8 unconnected molecules or ions with the total composition C42H65F11N9O14S in a non-equilibrium geometry, with properties calculated with ωB97M-V/def2-TZVPD.

Properties
2S+1: 1
Net charge: -1
Calculated total energy: -127400.56056 eV
Orbital gap: 5.843 eV
Highest occupied orbital energy: -4.67 eV

Each line ends with the Löwdin charge.
Element x y z (Å)
C  -1.7877  2.7254  3.8789  -0.053
C  -3.3465  2.4377  3.6921  -0.283
C  -4.3055  3.4427  4.5616  -0.042
N  -3.9757  1.4958  3.0384  0.124
C  -3.4592  1.0286  1.7401  -0.319
N  -2.2769  0.1700  2.0662  0.147
C  -2.3681  -0.5695  3.1049  -0.172
O  -2.6153  -1.3592  4.0584  0.104
C  -4.6272  -0.0014  1.1934  -0.155
C  -6.0653  0.2756  1.9347  -0.494
O  -6.3249  -0.3584  3.0404  -0.099
O  -7.0555  1.1029  1.4316  -0.168
O  -4.7548  -0.0272  -0.2544  -0.187
S  -3.2330  -0.1295  -1.0177  0.826
O  -3.6069  -0.5006  -2.4285  -0.295
O  -2.3683  -1.2589  -0.5217  -0.308
C  -2.4939  1.5784  -0.7805  -0.218
C  -2.9998  2.3862  -2.1254  -0.070
C  -2.3351  2.0127  -3.5239  -0.211
O  -3.4336  1.9478  -4.5132  -0.047
C  -1.2932  3.0423  -4.1761  -0.292
F  0.0999  2.6869  -3.9663  0.037
F  -1.4536  2.9363  -5.6199  0.028
F  -1.4924  4.4208  -3.8783  0.056
C  -0.9073  1.6664  -0.8363  -0.271
F  -0.2750  0.7001  -1.7360  0.020
F  -0.5859  3.0477  -1.2183  0.010
C  -0.0062  1.5001  0.4640  -0.048
C  0.4060  2.7641  1.3263  -0.007
C  1.3481  2.6825  2.5950  -0.059
C  1.9370  1.3292  3.0991  0.021
C  1.5718  0.0453  2.2337  -0.041
C  2.1907  -1.3446  2.7636  -0.347
F  3.6110  -1.3291  2.8897  0.049
F  1.6896  -2.4016  1.9439  0.044
F  1.6490  -1.5499  4.0972  0.033
C  0.6415  0.1321  0.9568  0.080
C  -3.1870  2.1672  0.5947  -0.008
C  -4.3433  3.2284  0.3590  -0.269
F  -5.0493  3.6651  1.5544  0.046
F  -5.4794  2.7840  -0.4146  0.067
F  -3.8658  4.5382  -0.0853  0.028
H  -1.5474  3.0558  4.9684  0.094
H  -1.0910  1.8442  3.6550  0.060
H  -1.5194  3.6436  3.2197  0.084
H  -4.3202  4.4689  4.0531  0.082
H  -3.8039  3.4920  5.6108  0.075
H  -5.3442  2.9648  4.6923  0.100
H  -4.4064  -1.1089  1.4765  0.165
H  -4.0989  2.0158  -2.2395  0.143
H  -2.9070  3.5197  -2.0347  0.134
H  -1.8681  0.9581  -3.6065  0.170
H  -4.0775  2.6660  -4.2885  0.116
H  0.0277  3.8242  1.0445  0.114
H  1.5877  3.6744  3.1455  0.104
H  2.5891  1.3082  4.0370  0.109
H  0.4480  -0.8443  0.3909  0.111
H  -2.3250  2.8011  1.0667  0.151
C  3.9672  -1.2801  7.1817  -0.340
O  3.5916  -0.2249  6.7037  0.006
N  4.9104  -2.1033  6.6345  -0.204
C  5.3063  -3.3458  7.2638  -0.067
C  5.5341  -1.7191  5.3836  -0.041
H  3.5565  -1.6634  8.1300  0.130
H  6.3772  -3.3090  7.4811  0.086
H  5.1000  -4.1727  6.5790  0.088
H  4.7577  -3.5059  8.1938  0.083
H  6.0321  -0.7549  5.5147  0.095
H  4.7622  -1.6146  4.6185  0.064
H  6.2627  -2.4693  5.0707  0.089
C  -7.6258  -3.6935  6.4776  -0.350
O  -7.2939  -2.6735  7.0580  -0.006
N  -8.0683  -3.7616  5.1888  -0.197
C  -8.4443  -5.0169  4.5727  -0.084
C  -8.1656  -2.5392  4.4095  -0.042
H  -7.5913  -4.6775  6.9742  0.125
H  -7.8110  -5.1863  3.6975  0.086
H  -9.4920  -4.9596  4.2618  0.085
H  -8.3215  -5.8500  5.2702  0.038
H  -7.1798  -2.0735  4.3487  0.070
H  -8.8491  -1.8497  4.9113  0.093
H  -8.5324  -2.7532  3.4043  0.088
C  3.8140  -7.0933  0.2796  -0.349
O  4.6194  -7.5872  -0.4898  0.001
N  2.7511  -6.3161  -0.0813  -0.207
C  1.8345  -5.7634  0.8955  -0.056
C  2.5324  -6.0349  -1.4865  -0.047
H  3.8882  -7.2446  1.3689  0.127
H  0.8272  -6.1324  0.6855  0.092
H  1.8489  -4.6735  0.8186  0.075
H  2.1185  -6.0545  1.9084  0.085
H  2.3951  -6.9771  -2.0229  0.091
H  3.4111  -5.5261  -1.8905  0.092
H  1.6507  -5.4055  -1.6186  0.090
C  -6.5942  -8.4040  5.3520  -0.307
O  -7.2963  -7.4122  5.4334  -0.004
N  -6.5239  -9.2336  4.2698  -0.203
C  -5.6625  -10.3973  4.2471  -0.066
C  -7.3377  -8.9394  3.1062  -0.040
H  -5.9374  -8.7165  6.1801  0.134
H  -4.9520  -10.2979  3.4223  0.089
H  -6.2752  -11.2904  4.0968  0.087
H  -5.1115  -10.4950  5.1843  0.083
H  -7.0751  -7.9487  2.7270  0.095
H  -8.3909  -8.9355  3.3979  0.095
H  -7.1755  -9.6856  2.3264  0.086
C  2.8642  6.8928  -3.5505  -0.329
O  2.6867  6.8217  -2.3466  0.006
N  1.8860  6.7933  -4.5000  -0.196
C  2.1754  6.8890  -5.9145  -0.058
C  0.5146  6.5854  -4.0770  -0.051
H  3.8684  7.0490  -3.9774  0.109
H  1.6180  7.7302  -6.3356  0.090
H  1.8649  5.9621  -6.4048  0.092
H  3.2414  7.0449  -6.0854  0.055
H  0.2092  7.4154  -3.4345  0.095
H  0.4553  5.6580  -3.5042  0.076
H  -0.1493  6.5264  -4.9411  0.086
C  6.6822  6.8220  -4.8607  -0.336
O  5.9861  7.8199  -4.7782  -0.002
N  6.7620  5.9988  -5.9479  -0.192
C  7.6155  4.8296  -5.9655  -0.063
C  5.9684  6.3034  -7.1223  -0.031
H  7.3259  6.4980  -4.0268  0.132
H  8.3379  4.9297  -6.7797  0.091
H  6.9983  3.9433  -6.1306  0.075
H  8.1525  4.7217  -5.0210  0.084
H  6.2429  7.2946  -7.4924  0.097
H  4.9119  6.3121  -6.8473  0.065
H  6.1384  5.5595  -7.9028  0.080
C  7.2998  2.0497  -8.2448  -0.343
O  6.9217  3.1047  -8.7222  0.002
N  8.2601  1.2403  -8.7803  -0.205
C  8.6568  -0.0031  -8.1517  -0.062
C  8.9032  1.6380  -10.0173  -0.047
H  6.8763  1.6555  -7.3066  0.132
H  9.7230  0.0425  -7.9148  0.089
H  8.4709  -0.8273  -8.8453  0.090
H  8.0931  -0.1747  -7.2329  0.086
H  9.3904  2.6055  -9.8724  0.092
H  8.1452  1.7404  -10.7977  0.094
H  9.6438  0.8958  -10.3200  0.087

Force components x, y, z for each atom (eV/Å):
0.1 0.7 -0.2
-1.2 -0.1 1.1
1.3 -1.8 0.8
0.9 4.0 -1.1
-1.8 -2.2 0.9
0.5 -2.3 3.2
-2.3 -1.9 1.2
2.3 4.8 -5.7
-0.7 -1.2 1.7
-6.4 1.7 1.5
2.6 1.1 -3.6
5.6 -3.2 0.8
3.3 1.0 -0.7
-0.9 -6.4 -2.7
0.6 2.7 3.1
-1.7 3.7 0.3
-0.9 1.2 -1.3
-0.7 -0.5 -0.1
-0.8 -0.9 -1.3
0.4 1.0 1.7
1.4 0.2 -2.2
-3.7 1.3 -0.2
0.8 0.6 3.5
0.5 -3.4 -0.4
3.1 -0.2 1.6
-2.2 2.5 1.2
-1.0 -3.0 0.0
3.1 0.2 4.4
1.0 -2.7 0.6
-0.6 -3.0 -1.7
-2.7 0.8 -3.9
-0.7 3.0 -0.7
-2.0 1.0 0.6
-3.6 -0.6 -0.7
2.0 2.0 2.1
1.8 0.0 -3.2
0.8 2.2 1.8
2.5 1.0 0.9
-4.4 2.1 1.4
2.5 -1.5 -2.4
4.0 1.3 1.2
-0.6 -3.7 0.1
-0.8 -0.6 -1.8
-1.3 1.4 0.0
-0.2 -1.6 1.0
0.0 -1.6 0.7
-1.0 0.4 -1.7
1.6 0.9 -0.6
0.0 2.1 -0.1
1.9 1.1 0.1
-0.3 -1.6 0.4
-0.6 1.9 0.4
0.8 -0.9 -0.3
0.7 -2.1 0.4
-0.5 -2.0 -1.1
-1.1 -0.2 -1.6
0.2 1.7 0.9
-1.6 -0.9 -0.8
0.3 -0.1 -0.3
0.3 -0.3 0.0
-0.6 0.3 0.6
0.0 0.2 -0.2
-0.2 0.3 -0.1
0.0 -0.1 0.0
0.0 -0.2 0.1
0.1 -0.1 0.2
0.0 0.1 -0.1
0.0 -0.1 -0.2
0.3 0.0 0.1
-0.1 0.0 0.1
-0.2 0.1 -0.7
-0.1 -0.1 -0.1
0.1 -0.2 0.9
-0.2 0.3 0.4
0.3 0.2 0.3
0.0 -0.1 -0.1
-0.1 -0.2 0.0
0.0 -0.1 -0.2
-0.1 0.7 -0.3
-0.2 0.2 -0.2
0.1 0.1 -0.2
0.1 0.0 0.2
-0.4 0.3 -0.3
-0.3 0.2 0.0
0.7 -0.5 0.5
0.0 0.1 -0.3
0.2 -0.2 0.0
-0.1 0.1 0.0
0.0 0.1 0.2
-0.2 -0.1 0.2
0.0 0.0 -0.1
0.0 0.1 -0.1
-0.1 0.0 -0.1
0.1 -0.1 0.1
0.0 -0.2 -0.3
0.5 -1.1 -0.1
0.1 0.4 0.8
-0.2 0.2 -0.2
-0.1 0.3 0.1
0.0 -0.1 -0.1
0.1 -0.2 0.1
0.2 -0.1 0.0
-0.1 0.1 -0.1
-0.2 -0.1 -0.1
0.0 0.1 -0.2
0.0 0.1 0.2
-0.2 -0.1 -0.3
-0.3 0.0 -0.3
0.7 0.1 0.4
-0.2 -0.1 0.2
0.2 0.0 0.3
-0.1 0.0 -0.1
0.1 -0.1 -0.2
0.0 0.1 -0.2
-0.2 0.1 0.2
-0.1 -0.1 0.0
-0.1 0.2 0.0
0.2 0.0 0.1
0.0 -0.2 -0.5
0.1 -0.3 -0.3
0.1 0.5 0.9
-0.1 0.1 -0.1
0.0 0.2 0.0
0.0 -0.1 0.0
0.0 -0.2 0.0
0.2 0.0 0.0
-0.1 0.1 0.0
-0.1 0.0 -0.1
0.1 0.0 -0.2
0.0 0.0 0.2
0.3 -0.2 -0.3
0.3 -0.2 -0.1
-0.6 0.4 0.5
0.1 0.1 -0.2
-0.2 0.2 0.0
0.1 -0.1 0.0
0.0 -0.2 0.1
0.1 -0.1 0.2
0.0 0.1 -0.1
0.0 -0.1 -0.2
0.2 0.1 -0.1
-0.1 0.0 0.1